No. 1
The following is a DFT calculation (ωB97M-V/def2-TZVPD) of a molecular structure, C18H37LiN2O2.

ORCA input file:
```
! wB97M-V def2-TZVPD RIJCOSX def2/J DEFGRID3
* xyz 0 1
O -1.3347 2.1541 -19.2218
O -0.4466 3.5996 -22.3376
N -1.3212 3.1421 -18.4262
N -1.5113 3.0707 -22.6205
C -1.4507 1.6782 -23.1351
C -3.6032 2.3066 -24.6256
C -2.4827 5.3981 -22.6719
C -2.9360 5.0275 -18.3251
C -0.0111 3.7055 -17.9782
C -2.7557 3.8905 -22.7957
C -2.5755 3.5919 -17.8249
C -0.3480 1.4876 -24.1841
C -3.7516 3.5555 -21.6973
C -2.8645 1.2688 -23.7465
C -0.9630 0.7281 -21.9248
C -2.4027 3.3899 -16.3092
C 0.0214 3.6398 -16.4287
C 1.0702 2.9595 -18.7838
C -3.2271 3.6982 -24.2830
C -1.2289 4.1580 -15.6480
C -3.6658 2.6842 -18.2852
C 0.0729 5.1367 -18.4558
Li -1.4364 3.3697 -20.5818
H 0.5970 1.6398 -23.6788
H -2.3602 3.8702 -24.9556
H -0.5257 2.1621 -25.0575
H -0.0786 1.1380 -21.4706
H -3.6363 4.2220 -20.8549
H 1.1999 1.9812 -18.3070
H -2.7823 0.2467 -24.2225
H -3.3651 6.0094 -22.4355
H -1.7404 5.6722 -21.8135
H -3.3773 3.4876 -15.7810
H -3.4941 1.6532 -17.9870
H 0.9961 4.0046 -15.9747
H -3.6698 2.5359 -21.4121
H -2.1383 2.3529 -16.0946
H -3.8603 2.5684 -19.3194
H -1.3155 5.2209 -15.7976
H -2.6869 5.1326 -19.3554
H -2.2656 5.7956 -23.6887
H -4.5674 2.9400 -17.7829
H -0.0340 2.6231 -16.2053
H -3.5838 0.9085 -23.0028
H -0.3952 5.3501 -19.4797
H 0.1643 3.6959 -23.0740
H -2.5089 5.7934 -17.6124
H -3.3442 2.0234 -25.6925
H 1.1530 5.3478 -18.5057
H -4.0287 4.4397 -24.5021
H -1.8112 0.4815 -21.3049
H -4.7130 3.6737 -22.1117
H -0.4392 5.8851 -17.8075
H -4.7225 2.1962 -24.4415
H -1.0707 3.9152 -14.6496
H -4.0179 5.2082 -18.1719
H 0.9237 2.6531 -19.8726
H 2.0248 3.3398 -18.6525
H -0.3526 0.4602 -24.6128
H -0.7161 -0.2760 -22.2898
*
```

Calculated values
* DFT total energy: -26540.1706 eV
* HOMO level: -4.63 eV

No. 2
The following is a DFT calculation (ωB97M-V/def2-TZVPD) of a molecular structure, C38H37FN2PdS.

ORCA input file:
```
! wB97M-V def2-TZVPD RIJCOSX def2/J DEFGRID3
* xyz 0 1
Pd 0.9209 -0.0919 -0.5703
S 1.7209 2.6804 -1.6231
F 2.1502 -1.7775 0.9376
N -1.0743 -1.1512 0.9115
N 2.3966 1.4591 -0.8746
C -0.6067 -6.9865 1.9177
C 1.8655 -4.1117 1.3996
C -1.4306 -3.2311 2.4473
C -0.3739 -1.6055 -0.2282
C 0.1964 0.1008 3.1840
C 2.7611 4.4933 -3.4330
C -4.1705 0.7163 0.2345
C -1.0329 -5.1158 -0.5673
C 0.8072 5.9381 0.6058
C 0.8321 -5.1534 1.1618
C -2.0159 0.8203 1.9965
C -0.0865 -5.6386 2.3071
C 3.8703 2.3537 -3.3629
C -3.1235 -0.1791 0.0732
C 1.8669 4.1670 -0.6067
C -0.3815 -4.3953 0.5469
C -1.1610 -4.6009 1.8914
C -1.3524 -6.4113 -0.4379
C -0.7333 1.2093 2.6977
C -2.0746 -0.1716 1.0099
C 1.4293 -2.9369 0.9700
C -0.9070 -2.3300 1.6128
C -3.1026 1.6743 2.1445
C 0.0044 -2.8990 0.5385
C 4.7002 2.7533 -4.3960
C 3.5912 4.8861 -4.4648
C 2.0487 6.3689 1.0578
C -4.3737 -1.6598 -1.5840
C 2.9139 3.2311 -2.8813
C -4.1911 1.6038 1.2965
C 0.7133 4.8392 -0.2241
C 4.5621 4.0191 -4.9449
C 3.1995 5.6996 0.6652
C -3.0399 -1.0563 -1.1525
C 3.1143 4.5980 -0.1631
C -2.3956 -0.2279 -2.2746
C -1.1300 -7.2751 0.7166
C 0.0197 2.0783 1.6811
H 3.3105 1.6179 -0.4628
H 2.1192 7.2247 1.7122
H -0.3518 -0.7105 3.6533
H -1.4655 -8.2938 0.5643
H -1.0049 1.8317 3.5573
H 0.8952 0.5101 3.9123
H -2.1333 -5.0885 1.7752
H -0.0869 6.4653 0.9038
H 0.9561 2.4459 2.0971
H 3.4739 5.8668 -4.9027
H 0.7847 -0.2896 2.3513
H -4.8571 -2.1411 -0.7362
H -2.1447 -3.0684 3.2344
H -5.0477 -0.9098 -1.9911
H -3.0729 2.4327 2.9139
H -1.3609 0.0424 -1.9937
H 2.8474 -4.3285 1.7804
H 4.1650 6.0413 1.0075
H 0.3036 -5.6020 3.3221
H -5.0298 2.2700 1.4289
H -0.5854 2.9297 1.3766
H -2.3571 -0.8046 -3.1965
H 1.2370 -5.9779 0.5719
H 5.2113 4.3307 -5.7477
H -4.9751 0.7313 -0.4827
H -4.2024 -2.4118 -2.3517
H -0.5525 -7.7712 2.6589
H -1.8391 -6.9026 -1.2704
H 0.2440 1.4647 0.7754
H 4.0093 4.0812 -0.4783
H 3.9619 1.3705 -2.9226
H -2.9558 0.6881 -2.4506
H -2.3561 -1.8901 -0.9443
H 2.0042 5.1594 -3.0443
H 5.4478 2.0762 -4.7788
H -1.2760 -4.5723 -1.4656
H -0.2438 4.4985 -0.5930
*
```

Calculated values
* DFT total energy: -60011.5860 eV
* HOMO level (spin up / spin down): -6.03 / -6.03 eV
* relative energy (zero: lowest compared OMol25 entry of this formula, charge and spin): 150.3 kJ/mol

No. 3
The following is a DFT calculation (ωB97M-V/def2-TZVPD) of a single C16H27NO4 molecule.

ORCA input file:
```
! wB97M-V def2-TZVPD RIJCOSX def2/J DEFGRID3
* xyz 0 1
O -0.5277 -1.0380 0.9544
O -0.0611 0.6608 -2.7892
O -0.2915 -2.5798 -0.6632
O -3.3730 0.5682 -0.5017
N -0.6605 1.2796 -0.6960
C 4.0378 -0.4447 1.2993
C -0.0070 0.5135 -1.5893
C -3.9653 0.1306 0.7019
C 4.8609 0.5269 0.4598
C -0.0454 -1.4093 -0.0924
C -2.8938 2.1872 1.1837
C 3.9664 1.6262 -0.1041
C -1.7011 2.1932 -1.1021
C -3.0038 1.9292 -0.3394
C 2.0074 0.0540 -0.0976
C 2.9087 -1.0463 0.4675
C -3.1670 0.8164 1.8090
C 2.8380 1.0246 -0.9367
C -1.3156 -3.4049 -0.1027
C -2.5765 -3.2996 -0.9482
C 0.8781 -0.5667 -0.9365
H 2.2000 1.8189 -1.3282
H 3.2597 0.4895 -1.7901
H 3.5412 2.2046 0.7196
H 2.3172 -1.7267 1.0845
H -1.9153 2.5792 1.4548
H -3.7862 2.5712 -0.7746
H -2.2395 0.2693 1.9758
H -2.9070 -2.2642 -0.9990
H 4.6775 -1.2421 1.6831
H -3.6475 2.9105 1.4946
H -3.3644 -3.9075 -0.5121
H -3.7194 0.8773 2.7435
H 5.3316 -0.0147 -0.3636
H 4.5558 2.3071 -0.7210
H 5.6538 0.9660 1.0686
H 3.6138 0.0847 2.1557
H -3.9068 -0.9572 0.7299
H -2.3775 -3.6455 -1.9591
H -5.0221 0.4372 0.7365
H -1.5038 -3.0837 0.9269
H -1.3897 3.2298 -0.9275
H -0.9218 -4.4242 -0.1057
H -0.6862 0.9577 0.2626
H -1.8556 2.0457 -2.1742
H 1.2910 -1.1790 -1.7415
H 3.3332 -1.6240 -0.3570
H 1.5603 0.5988 0.7411
*
```

Calculated values
* DFT total energy: -26711.6363 eV
* HOMO level: -9.49 eV
* SMILES string: CCOC(=O)[C@@H](C(=O)NC[C@@H]1CCCO1)C1CCCCC1
* relative energy (zero: lowest compared OMol25 entry of this formula, charge and spin): 0.0 kJ/mol

Please write out number 2 again, unchanged.
The following is a DFT calculation (ωB97M-V/def2-TZVPD) of a molecular structure, C38H37FN2PdS.

ORCA input file:
```
! wB97M-V def2-TZVPD RIJCOSX def2/J DEFGRID3
* xyz 0 1
Pd 0.9209 -0.0919 -0.5703
S 1.7209 2.6804 -1.6231
F 2.1502 -1.7775 0.9376
N -1.0743 -1.1512 0.9115
N 2.3966 1.4591 -0.8746
C -0.6067 -6.9865 1.9177
C 1.8655 -4.1117 1.3996
C -1.4306 -3.2311 2.4473
C -0.3739 -1.6055 -0.2282
C 0.1964 0.1008 3.1840
C 2.7611 4.4933 -3.4330
C -4.1705 0.7163 0.2345
C -1.0329 -5.1158 -0.5673
C 0.8072 5.9381 0.6058
C 0.8321 -5.1534 1.1618
C -2.0159 0.8203 1.9965
C -0.0865 -5.6386 2.3071
C 3.8703 2.3537 -3.3629
C -3.1235 -0.1791 0.0732
C 1.8669 4.1670 -0.6067
C -0.3815 -4.3953 0.5469
C -1.1610 -4.6009 1.8914
C -1.3524 -6.4113 -0.4379
C -0.7333 1.2093 2.6977
C -2.0746 -0.1716 1.0099
C 1.4293 -2.9369 0.9700
C -0.9070 -2.3300 1.6128
C -3.1026 1.6743 2.1445
C 0.0044 -2.8990 0.5385
C 4.7002 2.7533 -4.3960
C 3.5912 4.8861 -4.4648
C 2.0487 6.3689 1.0578
C -4.3737 -1.6598 -1.5840
C 2.9139 3.2311 -2.8813
C -4.1911 1.6038 1.2965
C 0.7133 4.8392 -0.2241
C 4.5621 4.0191 -4.9449
C 3.1995 5.6996 0.6652
C -3.0399 -1.0563 -1.1525
C 3.1143 4.5980 -0.1631
C -2.3956 -0.2279 -2.2746
C -1.1300 -7.2751 0.7166
C 0.0197 2.0783 1.6811
H 3.3105 1.6179 -0.4628
H 2.1192 7.2247 1.7122
H -0.3518 -0.7105 3.6533
H -1.4655 -8.2938 0.5643
H -1.0049 1.8317 3.5573
H 0.8952 0.5101 3.9123
H -2.1333 -5.0885 1.7752
H -0.0869 6.4653 0.9038
H 0.9561 2.4459 2.0971
H 3.4739 5.8668 -4.9027
H 0.7847 -0.2896 2.3513
H -4.8571 -2.1411 -0.7362
H -2.1447 -3.0684 3.2344
H -5.0477 -0.9098 -1.9911
H -3.0729 2.4327 2.9139
H -1.3609 0.0424 -1.9937
H 2.8474 -4.3285 1.7804
H 4.1650 6.0413 1.0075
H 0.3036 -5.6020 3.3221
H -5.0298 2.2700 1.4289
H -0.5854 2.9297 1.3766
H -2.3571 -0.8046 -3.1965
H 1.2370 -5.9779 0.5719
H 5.2113 4.3307 -5.7477
H -4.9751 0.7313 -0.4827
H -4.2024 -2.4118 -2.3517
H -0.5525 -7.7712 2.6589
H -1.8391 -6.9026 -1.2704
H 0.2440 1.4647 0.7754
H 4.0093 4.0812 -0.4783
H 3.9619 1.3705 -2.9226
H -2.9558 0.6881 -2.4506
H -2.3561 -1.8901 -0.9443
H 2.0042 5.1594 -3.0443
H 5.4478 2.0762 -4.7788
H -1.2760 -4.5723 -1.4656
H -0.2438 4.4985 -0.5930
*
```

Calculated values
* DFT total energy: -60011.5860 eV
* HOMO level (spin up / spin down): -6.03 / -6.03 eV
* relative energy (zero: lowest compared OMol25 entry of this formula, charge and spin): 150.3 kJ/mol